#P
ORCA calculation (the ωB97M-V functional and the def2-TZVPD basis) on one molecule with the formula C5H12N2.

The geometry in XYZ format:
```
19
Properties=species:S:1:pos:R:3:nbo_charge:R:1
C 1.91 -0.49 2.15 -0.44
C 0.66 -0.97 2.24 -0.14
C -0.40 -0.74 1.16 -0.47
C 0.14 -0.70 -0.25 -0.22
N -0.98 -0.33 -1.19 -0.62
C -1.11 1.10 -1.28 -0.06
N -0.11 1.65 -2.27 -0.88
H 2.48 -0.50 3.07 0.20
H 2.09 0.33 1.46 0.19
H 0.41 -1.45 3.18 0.20
H -1.05 0.08 1.47 0.22
H -1.09 -1.58 1.24 0.21
H 0.58 -1.63 -0.60 0.21
H 0.93 0.07 -0.28 0.17
H -0.47 -0.56 -2.05 0.36
H -0.85 1.60 -0.34 0.17
H -2.08 1.47 -1.57 0.17
H -0.61 1.67 -3.15 0.35
H 0.23 2.57 -2.02 0.36
```

Output
**Orbital gap**: 10.42 eV
**HOMO level**: -9.344 eV

***

#Q
ORCA calculation (the ωB97M-V functional and the def2-TZVPD basis) on one molecule with the formula C5H12N2.

The geometry in XYZ format:
```
19
Properties=species:S:1:pos:R:3:nbo_charge:R:1
C -0.71 -0.93 0.84 -0.14
C 1.75 -1.48 -0.28 -0.46
C -1.87 -0.86 -0.12 -0.64
C 0.35 2.42 -0.63 -0.68
N 0.95 -0.31 -0.52 -0.42
C 0.07 1.53 0.54 0.00
N 0.47 0.29 0.60 -0.16
H -0.24 -1.90 0.90 0.21
H -1.00 -0.62 1.84 0.19
H -0.51 1.89 1.38 0.18
H 1.31 -2.35 -0.80 0.18
H 1.91 -1.75 0.78 0.17
H 2.75 -1.31 -0.71 0.20
H -2.19 0.17 -0.26 0.22
H -1.63 -1.30 -1.08 0.23
H -2.71 -1.41 0.32 0.22
H 1.25 2.07 -1.14 0.25
H -0.46 2.39 -1.36 0.22
H 0.49 3.45 -0.31 0.21
```

Output
**Orbital gap (alpha / beta)**: 8.07 / 7.37 eV
**HOMO level (alpha / beta)**: -7.286 / -6.652 eV

***

Looking at the structures above, which would you pick as the most stable? I would pick #P.